(1)
90
Properties=species:S:1:pos:R:3:mulliken_charge:R:1 method="wB97M-V/def2-TZVPD" lumo_energy_ev=-4.49 total_charge=+1 homo_ev=-10.65 multiplicity=1 e_tot_ev=-101842.846
O 6.721 -2.244 1.804 -0.497
C 5.547 -2.395 1.783 0.587
O 5.011 -3.601 1.599 -0.450
C 4.575 -1.279 1.989 0.193
C 4.150 -0.509 0.927 -0.312
C 3.248 0.498 1.146 -0.434
N 2.773 0.754 2.370 0.198
C 1.765 1.805 2.599 -1.412
C 0.392 1.162 2.662 -0.323
C -0.753 2.187 2.758 -0.882
S -2.226 1.772 1.793 -0.163
C -2.890 0.338 2.578 0.531
S -2.012 -0.966 3.014 -0.349
N -4.249 0.386 2.742 0.130
C -5.100 1.500 2.616 -0.139
C -6.329 1.054 2.873 -0.858
N -6.319 -0.315 3.154 -0.541
C -5.076 -0.675 3.062 -0.106
C 3.200 0.024 3.415 -0.052
C 4.097 -0.996 3.253 -0.751
H 4.053 -3.533 1.489 0.389
H 4.549 -0.719 -0.052 0.614
H 2.895 1.094 0.322 0.474
H 1.848 2.566 1.833 0.466
H 1.986 2.288 3.543 0.302
H 0.216 0.525 1.804 0.544
H 0.329 0.503 3.520 0.430
H -0.425 3.129 2.329 0.520
H -1.017 2.413 3.783 0.424
H -4.774 2.489 2.374 0.475
H -7.249 1.604 2.890 0.539
H -4.798 -1.698 3.224 0.386
H 2.821 0.253 4.395 0.495
H 4.428 -1.550 4.112 0.583
C 9.558 0.616 4.813 -0.864
C 8.469 -0.011 4.350 0.387
C 7.505 -0.708 5.272 0.920
O 6.511 -1.221 4.772 -0.421
C 7.786 -0.724 6.688 -1.174
C 8.883 -0.104 7.155 0.359
C 9.836 0.620 6.240 1.027
O 10.791 1.172 6.745 -0.589
O 9.204 -0.078 8.434 -0.556
O 8.157 -0.061 3.058 -0.597
H 10.256 1.123 4.162 0.454
H 7.093 -1.241 7.336 0.444
H 10.034 0.434 8.502 0.369
H 7.342 -0.598 2.992 0.232
C 4.541 -3.300 -2.110 -0.712
C 5.575 -2.482 -2.321 0.097
C 6.750 -2.879 -3.168 0.967
O 7.631 -2.055 -3.312 -0.623
C 6.759 -4.207 -3.750 -0.977
C 5.726 -5.037 -3.538 0.331
C 4.540 -4.630 -2.710 0.901
O 3.631 -5.422 -2.570 -0.614
O 5.672 -6.262 -4.038 -0.543
O 5.657 -1.253 -1.802 -0.553
H 3.686 -3.021 -1.508 0.551
H 7.616 -4.489 -4.345 0.438
H 4.827 -6.651 -3.744 0.366
H 6.510 -0.889 -2.118 0.352
C -7.629 1.288 -0.488 -0.693
C -7.804 0.480 -1.541 0.243
C -8.866 0.743 -2.570 0.999
O -8.943 -0.032 -3.510 -0.826
C -9.733 1.888 -2.396 -1.032
C -9.561 2.696 -1.340 0.361
C -8.481 2.450 -0.321 1.173
O -8.376 3.239 0.600 -0.659
O -10.314 3.762 -1.116 -0.563
O -7.062 -0.599 -1.758 -0.590
H -6.867 1.115 0.258 0.306
H -10.501 2.057 -3.137 0.478
H -9.979 4.169 -0.295 0.363
H -7.395 -0.998 -2.584 0.363
C -7.097 0.579 -8.081 -0.935
C -7.395 0.758 -6.783 0.391
C -6.770 1.870 -5.977 0.942
O -7.091 1.985 -4.808 -0.445
C -5.812 2.744 -6.631 -1.152
C -5.519 2.559 -7.926 0.408
C -6.156 1.464 -8.737 1.079
O -5.840 1.380 -9.910 -0.620
O -4.655 3.315 -8.588 -0.573
O -8.244 -0.017 -6.129 -0.543
H -7.538 -0.212 -8.670 0.449
H -5.360 3.528 -6.041 0.423
H -4.638 2.967 -9.502 0.367
H -8.307 0.317 -5.202 0.301

---

(2)
21
Properties=species:S:1:pos:R:3:mulliken_charge:R:1 method="wB97M-V/def2-TZVPD" lumo_energy_ev=0.43 homo_ev=-8.81 multiplicity=1 e_tot_ev=-10516.201 smiles="C=C(C)C.O.O.O"
C 2.353 0.293 0.082 -0.987
C 1.702 -0.819 -0.700 1.183
C 0.411 -0.915 -1.056 -1.224
C 2.640 -1.931 -1.139 -1.346
H 1.594 0.671 0.766 0.222
H 3.324 -0.125 0.312 0.322
H 2.620 1.226 -0.427 0.269
H 0.048 -1.821 -1.511 0.323
H -0.180 -0.008 -1.145 0.342
H 2.124 -2.791 -1.586 0.333
H 3.299 -1.634 -1.965 0.288
H 3.320 -2.177 -0.304 0.331
H -3.006 -1.858 1.161 0.304
H -1.480 -2.001 0.996 0.315
O -2.186 -1.374 1.164 -0.659
H -1.059 0.513 1.141 0.318
H -0.834 1.803 1.735 0.278
O -0.404 1.205 1.106 -0.612
H -4.509 3.599 -0.153 0.316
H -4.570 4.264 1.070 0.311
O -5.206 3.877 0.455 -0.627

---

(3)
123
Properties=species:S:1:pos:R:3:mulliken_charge:R:1 method="wB97M-V/def2-TZVPD" lumo_energy_ev=-3.60 total_charge=+1 homo_ev=-10.68 multiplicity=1 e_tot_ev=-161879.117
Ta 0.098 -0.465 1.432 0.901
O 0.796 2.347 2.158 -0.142
C 1.977 2.745 1.490 3.525
C 2.410 1.533 0.659 -1.003
O 3.278 1.533 -0.143 -0.468
O 1.670 0.383 0.905 0.067
C 3.069 3.087 2.513 -0.473
C 4.399 2.712 2.368 -0.074
C 5.340 3.078 3.325 -1.031
C 4.964 3.823 4.430 -0.547
C 3.638 4.209 4.576 -0.935
C 2.701 3.845 3.623 -0.416
C 1.693 3.894 0.516 -0.228
C 0.380 4.247 0.219 0.066
C 0.118 5.289 -0.664 -0.932
C 1.164 5.972 -1.262 -0.637
C 2.475 5.611 -0.974 -0.880
C 2.740 4.579 -0.089 -0.309
H 0.367 3.118 2.546 0.375
H 4.718 2.135 1.510 0.587
H 6.372 2.779 3.197 0.453
H 5.698 4.107 5.172 0.426
H 3.332 4.799 5.430 0.457
H 1.677 4.173 3.759 0.459
H -0.446 3.698 0.651 0.203
H -0.907 5.561 -0.884 0.448
H 0.962 6.785 -1.947 0.427
H 3.297 6.139 -1.439 0.446
H 3.766 4.307 0.128 0.460
C -2.918 -3.141 -1.012 -0.978
C -3.181 -3.163 0.501 -0.389
C -3.857 -1.885 0.925 0.371
C -5.163 -1.684 0.480 -0.562
C -5.848 -0.511 0.727 -1.395
C -5.227 0.502 1.436 -0.775
C -3.941 0.342 1.932 1.136
C -3.348 1.501 2.711 0.020
C -3.969 1.677 4.098 -1.465
C -3.268 -0.871 1.682 -0.857
N -1.947 -0.973 2.295 0.240
C -1.936 -1.095 3.588 -0.602
C -0.794 -0.661 4.293 0.137
C -0.535 -0.453 5.633 -1.135
C 0.652 0.303 5.690 -1.226
C 1.055 0.528 4.386 -1.184
N 0.188 -0.061 3.522 1.448
H -2.597 -4.111 -1.385 0.534
H -2.153 -2.407 -1.269 0.270
H -3.823 -2.869 -1.557 0.301
H -2.255 -3.322 1.055 -0.186
H -3.841 -3.999 0.743 0.560
H -5.641 -2.478 -0.082 0.542
H -6.860 -0.384 0.365 0.423
H -5.746 1.436 1.616 0.557
H -3.515 2.411 2.130 0.597
H -2.269 1.400 2.804 -0.501
H -5.057 1.727 4.036 0.406
H -3.615 2.595 4.570 0.420
H -3.719 0.847 4.762 0.305
H -2.827 -1.423 4.118 0.791
H -1.147 -0.785 6.457 0.599
H 1.151 0.669 6.573 0.533
H 1.910 1.080 4.035 0.645
Cl -0.178 -4.931 -0.281 -0.156
C 0.761 -4.660 1.128 1.248
C 1.387 -5.772 1.746 -0.561
C 2.220 -5.600 2.806 0.528
Cl 2.950 -6.979 3.548 -0.231
C 2.530 -4.296 3.287 -0.272
C 3.469 -3.997 4.298 -0.904
C 3.741 -2.692 4.588 -1.231
C 3.073 -1.675 3.876 0.031
N 2.170 -1.914 2.957 0.375
C 1.892 -3.211 2.673 0.495
C 0.952 -3.416 1.634 -0.945
O 0.338 -2.284 1.180 0.265
H 1.195 -6.759 1.350 0.539
H 3.973 -4.803 4.814 0.475
H 4.465 -2.425 5.345 0.457
H 3.305 -0.634 4.075 0.474
O -0.536 -0.370 -0.731 -0.168
C -1.093 0.750 -0.538 1.022
O -1.160 1.106 0.695 -0.733
C -1.619 1.601 -1.629 -0.993
C -0.764 1.598 -2.897 -1.766
Ge -0.347 -0.060 -3.870 1.816
C -0.092 0.429 -5.749 0.277
C -0.689 1.548 -6.329 -0.455
C -0.603 1.778 -7.698 -0.742
C 0.081 0.886 -8.511 -0.486
C 0.682 -0.234 -7.950 -0.741
C 0.596 -0.456 -6.583 -0.362
C 1.325 -0.818 -3.258 0.077
C 1.406 -1.879 -2.355 0.258
C 2.639 -2.357 -1.929 -0.342
C 3.811 -1.773 -2.394 -0.723
C 3.746 -0.720 -3.295 -0.841
C 2.512 -0.252 -3.731 -0.269
C -1.824 -1.318 -3.846 0.150
C -3.142 -0.895 -3.687 -0.243
C -4.200 -1.783 -3.845 -0.966
C -3.950 -3.109 -4.171 -0.359
C -2.642 -3.544 -4.341 -0.846
C -1.588 -2.654 -4.181 -0.032
H -1.708 2.611 -1.229 0.469
H -2.638 1.237 -1.798 0.329
H 0.215 2.029 -2.660 0.505
H -1.235 2.279 -3.606 0.407
H -1.236 2.261 -5.724 0.245
H -1.070 2.655 -8.129 0.413
H 0.145 1.060 -9.577 0.380
H 1.219 -0.933 -8.578 0.405
H 1.083 -1.330 -6.162 0.332
H 0.500 -2.344 -1.983 -0.214
H 2.688 -3.188 -1.238 0.510
H 4.772 -2.146 -2.063 0.427
H 4.657 -0.269 -3.666 0.419
H 2.478 0.560 -4.448 0.442
H -3.364 0.142 -3.458 0.306
H -5.219 -1.437 -3.722 0.452
H -4.773 -3.799 -4.303 0.398
H -2.443 -4.575 -4.606 0.470
H -0.571 -3.009 -4.316 0.380

---

(4)
10
Properties=species:S:1:pos:R:3:lowdin_spin:R:1 method="wB97M-V/def2-TZVPD" lumo_energy_ev="3.95 / 4.29" total_charge=-1 s_squared=0.75 homo_ev="1.92 / -5.85" multiplicity=2 e_tot_ev=-6159.255
O -1.904 -1.360 -0.036 0.388
H -1.901 -1.343 0.931 0.117
N 0.422 -0.170 -0.797 0.044
C 0.986 0.711 0.153 0.127
N 0.422 1.184 1.207 0.052
H -0.580 0.063 -0.895 0.033
H 0.675 0.222 -1.720 0.033
H 2.047 0.783 -0.196 0.081
H 1.006 1.707 1.845 0.027
H -1.175 -1.795 -0.493 0.097

---

(5)
93
Properties=species:S:1:pos:R:3:lowdin_spin:R:1 method="wB97M-V/def2-TZVPD" lumo_energy_ev="-6.58 / -8.04" total_charge=+2 s_squared=0.75 homo_ev="-12.71 / -12.69" multiplicity=2 e_tot_ev=-180598.021
V 11.473 13.991 11.668 0.007
S 11.807 14.634 13.802 0.001
C 11.566 13.023 14.479 -0.001
N 12.057 12.760 15.717 -0.002
C 12.257 11.464 16.268 0.000
C 12.623 10.659 15.096 0.000
N 11.494 10.704 14.155 -0.001
C 10.933 9.537 13.540 0.000
C 11.580 9.088 12.240 0.000
C 11.044 8.028 11.505 0.000
C 11.722 7.471 10.378 0.000
C 12.939 7.946 10.045 0.000
C 13.505 9.069 10.806 0.000
C 12.741 9.733 11.803 0.000
C 11.148 11.915 13.684 -0.001
S 10.205 12.056 12.213 0.000
C 12.394 13.901 16.678 0.000
C 13.889 14.032 16.901 0.000
C 14.156 14.452 18.248 0.000
C 15.429 14.965 18.517 0.000
C 16.427 15.064 17.527 0.000
C 16.103 14.596 16.210 0.000
C 14.878 14.030 15.907 0.000
H 11.350 11.028 16.771 0.000
H 12.990 11.513 17.092 0.000
H 12.806 9.659 15.431 0.000
H 13.509 11.025 14.561 0.000
H 9.820 9.772 13.383 0.000
H 10.944 8.693 14.261 0.000
H 10.136 7.561 11.909 0.000
H 11.211 6.716 9.774 0.000
H 13.547 7.636 9.144 0.000
H 14.502 9.466 10.539 0.000
H 13.087 10.743 12.151 0.000
H 11.904 13.517 17.595 0.000
H 11.828 14.754 16.241 0.000
H 13.321 14.513 18.947 0.000
H 15.652 15.238 19.619 0.000
H 17.401 15.418 17.865 0.000
H 16.908 14.729 15.438 0.000
H 14.659 13.680 14.915 0.000
C 8.099 23.428 9.475 0.003
Si 7.500 22.164 10.866 0.020
C 5.784 21.588 10.338 0.003
C 7.599 23.194 12.469 0.003
C 8.496 20.561 10.818 0.085
Te 10.598 20.538 10.476 0.737
C 11.557 19.940 12.361 0.071
Si 12.562 21.310 13.249 0.021
C 14.402 21.142 12.662 0.001
C 11.906 23.042 13.035 0.010
C 12.654 20.899 15.159 0.006
H 9.009 23.880 9.813 0.002
H 7.289 24.156 9.227 0.000
H 8.365 22.910 8.544 0.000
H 5.054 22.441 10.296 0.000
H 5.340 20.891 11.130 0.000
H 5.690 21.146 9.328 0.000
H 7.518 22.654 13.392 0.000
H 6.842 24.021 12.376 0.000
H 8.598 23.658 12.491 0.000
H 8.007 19.959 10.017 0.013
H 8.419 19.886 11.707 0.001
H 12.315 19.286 12.079 0.008
H 10.792 19.521 12.976 0.001
H 15.036 21.942 13.025 0.000
H 14.406 21.073 11.551 0.000
H 14.875 20.176 12.997 0.000
H 12.007 23.658 13.924 0.000
H 10.833 22.960 12.810 0.005
H 12.261 23.561 12.145 0.001
H 12.046 20.040 15.478 0.000
H 12.400 21.792 15.779 0.001
H 13.692 20.619 15.336 0.001
C 14.259 14.446 10.835 0.000
O 12.928 13.907 10.639 0.000
H 14.885 13.967 10.101 0.000
H 14.629 14.137 11.866 0.000
H 14.214 15.558 10.685 0.000
C 11.306 16.075 7.576 0.000
Si 10.222 14.811 8.639 0.000
C 11.096 12.974 8.530 0.000
C 8.472 14.624 7.863 0.000
Se 9.925 15.527 10.873 0.004
H 11.282 15.554 6.626 0.000
H 12.260 16.235 8.030 0.000
H 10.797 17.086 7.578 0.001
H 10.531 12.354 7.853 0.000
H 11.101 12.551 9.551 0.000
H 12.094 13.235 8.203 0.000
H 8.570 14.842 6.795 0.000
H 7.730 15.256 8.305 0.000
H 8.157 13.605 8.072 0.000

---

(6)
15
Properties=species:S:1:pos:R:3:mulliken_charge:R:1 method="wB97M-V/def2-TZVPD" lumo_energy_ev=0.93 homo_ev=-10.37 multiplicity=1 e_tot_ev=-8293.720 smiles=N#C[C@H](N)C1CC1
N 1.987 -0.719 -0.078 -0.651
C 0.843 0.043 0.396 0.169
C 1.119 1.498 0.565 0.140
N 1.323 2.633 0.656 -0.453
C -0.352 -0.090 -0.527 -0.138
C -1.674 0.412 -0.032 -0.570
C -1.455 -1.062 -0.236 -0.603
H 2.761 -0.633 0.574 0.270
H 2.310 -0.340 -0.965 0.279
H 0.566 -0.347 1.383 0.210
H -0.119 0.093 -1.575 0.375
H -1.708 0.779 0.992 0.234
H -2.300 0.970 -0.721 0.266
H -1.936 -1.548 -1.079 0.258
H -1.364 -1.690 0.647 0.214